{
  "formula": "C15H16N6O4S",
  "method": "ωB97M-V/def2-TZVPD",
  "energy_ev": -43777.8251,
  "lumo_energy_ha": -0.011,
  "homo_lumo_gap_ev": 7.94,
  "homo_energy_ev": -8.23,
  "smiles": "CCCc1cc2c(=O)n(NC(=O)c3nn(C)cc3[N+](=O)[O-])c(C)nc2s1",
  "symbols": ["C", "C", "C", "C", "C", "C", "C", "O", "N", "N", "C", "O", "C", "N", "N", "C", "C", "C", "N", "O", "O", "C", "C", "N", "C", "S", "H", "H", "H", "H", "H", "H", "H", "H", "H", "H", "H", "H", "H", "H", "H", "H"],
  "coordinates": [[8.41, 1.23, 0.06], [7.00, 0.77, 0.39], [6.09, 0.82, -0.85], [4.71, 0.38, -0.52], [3.59, 1.13, -0.40], [2.44, 0.37, -0.05], [1.10, 0.81, 0.15], [0.65, 1.94, 0.12], [0.22, -0.26, 0.45], [-1.11, 0.13, 0.62], [-2.09, -0.29, -0.24], [-1.98, -1.20, -1.03], [-3.34, 0.47, -0.04], [-3.34, 1.78, 0.16], [-4.60, 2.18, 0.16], [-4.91, 3.57, 0.36], [-5.45, 1.17, -0.03], [-4.68, 0.03, -0.17], [-5.16, -1.31, -0.30], [-6.26, -1.44, -0.78], [-4.45, -2.20, 0.12], [0.61, -1.56, 0.63], [-0.39, -2.56, 1.05], [1.84, -1.92, 0.46], [2.73, -0.98, 0.10], [4.40, -1.31, -0.19], [8.85, 0.58, -0.70], [9.04, 1.18, 0.94], [8.41, 2.25, -0.31], [6.58, 1.42, 1.17], [7.02, -0.25, 0.77], [6.51, 0.18, -1.62], [6.05, 1.85, -1.23], [3.55, 2.20, -0.56], [-1.15, 1.11, 0.90], [-5.49, 3.95, -0.49], [-3.98, 4.11, 0.43], [-5.49, 3.71, 1.27], [-6.52, 1.28, -0.06], [-1.07, -2.79, 0.23], [0.13, -3.47, 1.35], [-0.99, -2.19, 1.88]],
  "lowdin_charge": [-0.115, -0.269, -0.231, -0.514, -0.051, -0.159, -0.348, 0.073, 0.073, 0.139, -0.398, 0.111, -0.117, 0.157, -0.186, 0.000, 0.046, -0.079, -0.359, 0.090, 0.109, -0.297, 0.005, 0.112, -0.525, 1.115, 0.072, 0.069, 0.072, 0.115, 0.098, 0.115, 0.122, 0.125, 0.139, 0.096, 0.097, 0.096, 0.143, 0.080, 0.088, 0.092]
}